# 1
{
  "formula": "C3H4N2O3",
  "method": "ωB97M-V/def2-TZVPD",
  "smiles": "Nc1oc(=O)oc1N",
  "total_energy_ev": -12296.420,
  "e_above_lowest_kj_mol": 248.45,
  "gap_ev": 8.9,
  "lumo_energy_ev": 0.21,
  "species": ["C", "C", "C", "H", "H", "H", "H", "N", "N", "O", "O", "O"],
  "xyz": [[0.85103, -0.61206, 0.04988], [-1.43575, -0.15743, -0.11483], [0.56474, 0.73730, -0.02973], [2.64708, -1.26398, -0.61386], [2.03602, -1.85357, 1.11996], [2.24513, 1.59398, -0.59939], [1.55363, 2.17886, 0.84754], [1.93862, -1.38660, 0.10983], [1.40490, 1.70904, 0.00505], [-0.52437, -1.22416, -0.26219], [-2.68454, -0.10992, 0.23184], [-0.76192, 0.99417, -0.09344]],
  "forces_ev_per_angstrom": [[-3.954, 2.650, -1.529], [-4.206, -1.175, 2.726], [-0.607, -6.203, 0.763], [-0.085, -0.629, 0.968], [0.645, 1.229, -3.568], [-1.055, 0.348, 1.092], [0.293, 0.997, 1.253], [0.024, -1.279, 2.750], [3.937, 2.993, -2.276], [-0.903, 1.962, 0.859], [5.934, -1.377, -2.438], [-0.025, 0.486, -0.600]],
  "lowdin_charge": [-0.24, -0.42, -0.39, 0.11, 0.18, 0.14, 0.10, 0.09, 0.15, 0.08, 0.04, 0.16]
}

# 2
{
  "formula": "Cl2O2S2",
  "method": "ωB97M-V/def2-TZVPD",
  "total_energy_ev": -50807.285,
  "e_above_lowest_kj_mol": 154.60,
  "gap_ev": [6.0, 7.1],
  "lumo_energy_ev": [-3.66, -3.05],
  "species": ["O", "O", "S", "S", "Cl", "Cl"],
  "xyz": [[-1.03407, 1.43943, -0.78878], [0.07416, -0.15190, 0.78028], [-1.20265, 0.59125, 0.36352], [1.90490, -1.32417, 0.23317], [-2.68200, -0.78811, -0.26546], [2.93966, 0.23351, -0.32273]],
  "forces_ev_per_angstrom": [[-0.014, -0.152, 0.248], [0.638, -0.983, 0.181], [0.596, 0.307, -0.591], [-1.774, 0.988, 0.103], [0.328, -0.223, 0.122], [0.225, 0.063, -0.063]],
  "lowdin_charge": [-0.47, -0.73, 0.52, 0.38, 0.17, 0.13]
}

# 3
{
  "formula": "H18NO7",
  "method": "ωB97M-V/def2-TZVPD",
  "total_energy_ev": -16107.182,
  "e_above_lowest_kj_mol": 404.65,
  "charge": 1,
  "gap_ev": 11.0,
  "lumo_energy_ev": -3.31,
  "species": ["N", "H", "H", "H", "H", "O", "H", "H", "O", "H", "H", "O", "H", "H", "O", "H", "H", "O", "H", "H", "O", "H", "H", "O", "H", "H"],
  "xyz": [[-0.19442, -0.28208, -0.34562], [-0.45042, -0.57908, -1.27962], [-0.99842, 0.24692, -0.03262], [0.59158, 0.36792, -0.49062], [0.10858, -1.09608, 0.30138], [-1.84742, -2.25408, 1.40438], [-1.86642, -2.96108, 0.71538], [-1.49742, -2.88208, 2.09038], [-2.22142, 1.63492, -1.34062], [-2.28842, 1.27592, -0.47162], [-2.99742, 1.43092, -2.06562], [3.36458, -0.51108, -0.04062], [3.53358, -0.84408, 0.78338], [3.05658, 0.40492, 0.10338], [-2.92742, 0.44692, 1.28538], [-3.73742, 0.07892, 1.01238], [-3.14842, 1.27692, 1.68138], [1.17458, -2.67108, -1.58162], [0.79358, -3.52608, -1.45862], [2.09158, -2.83008, -1.34062], [0.74558, 3.00192, -1.01162], [1.51558, 2.60192, -0.46162], [-0.06542, 2.86492, -0.62062], [2.29558, 1.41892, 0.73338], [3.17458, 1.63192, 0.94738], [1.79458, 1.75292, 1.48338]],
  "forces_ev_per_angstrom": [[1.293, -0.737, 0.637], [0.163, -0.702, -0.272], [-0.137, -0.263, 0.809], [-0.058, -0.196, 0.144], [-0.944, 1.533, -1.455], [1.054, -2.496, -0.092], [-0.442, 1.029, -0.003], [-0.459, 1.334, -0.027], [-1.312, 0.254, -4.189], [-1.879, -0.574, 0.728], [2.767, 0.456, 3.562], [-0.230, 0.708, -3.751], [0.804, -1.417, 3.225], [0.365, -2.354, -0.816], [2.126, 0.299, -0.139], [-1.637, -0.921, -0.463], [-0.298, 0.848, 0.530], [0.172, 0.718, 0.281], [-0.631, -0.981, -0.100], [0.346, 0.409, -0.072], [4.831, -0.562, -0.512], [-2.370, 1.126, -1.272], [-2.710, -0.438, 1.512], [-2.689, 1.789, 0.803], [2.118, 1.073, 0.702], [-0.245, 0.065, 0.228]],
  "lowdin_charge": [0.30, 0.13, 0.06, 0.11, 0.17, -0.09, 0.06, 0.08, -0.10, -0.06, 0.17, -0.03, -0.01, -0.06, -0.01, 0.04, 0.06, -0.04, 0.03, 0.05, -0.05, 0.05, -0.05, -0.02, 0.08, 0.12]
}

# 4
{
  "formula": "C2H6N4",
  "method": "ωB97M-V/def2-TZVPD",
  "total_energy_ev": -8126.812,
  "e_above_lowest_kj_mol": 509.53,
  "gap_ev": [9.6, 7.6],
  "lumo_energy_ev": [0.63, -0.18],
  "species": ["C", "C", "N", "N", "N", "N", "H", "H", "H", "H", "H", "H"],
  "xyz": [[-1.27643, -0.62532, 0.16142], [-0.77193, 0.81447, -0.14819], [-0.68937, -1.61547, -0.28337], [0.41374, 0.80738, -0.94179], [1.28529, -0.25468, -0.62701], [1.63130, -0.26444, 0.66014], [-2.19811, -0.60928, 0.83486], [-1.62163, 1.28628, -0.64244], [-0.38068, 1.20110, 0.83445], [0.28045, 0.75377, -1.91307], [0.83565, -0.61942, 1.20552], [2.49173, -0.87439, 0.85946]],
  "forces_ev_per_angstrom": [[-0.495, -0.097, 0.119], [0.812, 0.021, 1.187], [-0.069, 0.037, 0.460], [0.955, -1.608, 1.407], [-0.306, 1.110, -2.029], [0.862, -1.279, 1.770], [0.948, -0.310, -0.835], [0.368, 0.774, 0.380], [-1.379, 0.230, -0.661], [-0.343, -0.214, -1.349], [0.568, 0.218, 0.410], [-1.920, 1.120, -0.857]],
  "lowdin_charge": [-0.34, -0.22, 0.12, -0.07, -0.09, -0.03, 0.12, 0.11, 0.12, 0.09, 0.06, 0.13]
}